DFT (ωB97M-V/def2-TZVPD) results for a structure of composition C46H121F6N12O15PbS2.

HOMO-LUMO gap: 7.3 eV
Net charge: +1

Geometry as XYZ:
```
203
Properties=species:S:1:pos:R:3:mulliken_charge:R:1
Pb 11.5188 4.6317 -9.0985 2.02
S 12.3683 4.0830 -12.3847 0.23
S 11.7376 1.8033 -11.5007 0.14
F 11.2823 -0.4672 -10.0702 -0.08
F 13.5050 0.1793 -10.0430 0.00
F 11.9497 1.3465 -8.8389 0.13
F 14.6675 2.8212 -12.6411 -0.17
F 14.3032 4.3474 -14.1431 -0.16
F 14.9734 4.7321 -11.9556 -0.08
O 9.9742 3.2629 -7.7494 0.02
O 11.6895 3.7087 -13.6561 -0.46
O 9.2515 -4.4456 -11.5593 -0.04
O 12.0014 5.3785 -11.8801 -0.34
O 8.6789 -2.4518 -15.4299 -0.42
O 7.4413 -0.4645 -9.5734 -0.35
O 10.2589 7.0243 -9.4055 0.33
O 10.2883 1.9724 -11.7013 -0.95
O 16.7002 9.5748 -15.6164 -0.34
O 12.5461 -2.0182 -5.9643 -0.33
O 15.2052 -0.6819 -15.0426 -0.38
O 12.4675 1.1449 -12.5577 0.09
O 8.5165 7.9352 -13.5218 -0.35
O 17.8367 -3.8471 -11.3094 -0.24
O 13.7201 5.9532 -9.3028 0.62
N 8.1852 4.2991 -14.3928 -0.48
N 17.1019 -3.3362 -16.7315 -0.76
N 17.3702 6.3405 -14.3593 -0.79
N 13.3367 3.7342 -7.4427 0.33
N 8.5742 -3.6347 -8.2476 -0.66
N 9.2008 4.2539 -10.2355 1.45
N 12.2025 -2.5526 -11.9065 1.17
N 12.2128 3.1342 -10.9412 -0.36
N 13.7808 1.4401 -5.4243 -0.48
N 14.4047 -4.4868 -10.6111 -0.77
N 8.5822 1.1451 -15.8117 -0.40
N 11.3277 6.0617 -6.8362 -0.26
C 12.9326 -0.6372 -6.2317 0.44
C 17.4760 8.5320 -15.1946 -0.87
C 7.8601 -3.4231 -14.8745 -0.60
C 8.2703 -1.1083 -15.2098 -0.72
C 8.7617 2.8652 -8.3753 -1.05
C 15.5439 0.0664 -13.9175 0.02
C 17.2998 10.7951 -15.7594 -0.74
C 7.7790 8.9808 -12.8949 -1.05
C 13.1582 0.1962 -4.9635 0.06
C 8.1758 3.9865 -9.2541 0.18
C 19.1188 -4.2999 -10.9110 -0.81
C 11.3430 -3.5110 -12.5097 0.82
C 14.1358 4.0520 -12.8265 0.30
C 10.0807 6.6362 -6.9635 0.77
C 15.4729 -2.2042 -10.8820 -0.83
C 14.6947 -3.4179 -16.7642 -1.38
C 6.8241 3.7292 -10.0672 -0.80
C 9.3631 -1.6236 -7.4830 -0.60
C 8.7460 5.6816 -14.4188 1.22
C 10.6579 -4.4120 -11.3556 -0.99
C 12.1283 -4.3812 -13.5381 -1.60
C 16.7896 -4.3566 -10.4506 -0.96
C 8.1715 -2.2917 -8.1508 0.42
C 12.1939 0.5773 -10.0137 -0.29
C 11.9215 0.3694 -4.0953 -1.27
C 10.2442 2.2985 -6.7003 -0.80
C 8.6568 -5.6240 -10.9350 -0.98
C 8.8342 6.0411 -15.8651 -1.77
C 16.3485 8.2165 -12.8831 -1.08
C 14.6558 5.5238 -8.2968 -1.23
C 7.8696 -1.8036 -9.5428 -0.12
C 13.6653 7.2925 -9.7252 -0.70
C 9.8347 7.2118 -5.6145 -1.62
C 15.0633 3.0486 -9.0163 -1.33
C 6.4830 -0.2368 -10.6381 -0.52
C 15.5482 -3.7218 -11.0164 0.81
C 9.9022 7.8394 -10.4579 -1.27
C 9.2120 -0.0990 -15.7707 0.38
C 10.4005 0.0433 -14.8326 -0.74
C 9.9287 7.5652 -8.1511 -1.10
C 14.6126 4.0260 -7.8824 0.33
C 15.9194 -2.5323 -16.6365 0.71
C 16.6566 7.6120 -14.3282 0.78
C 16.0627 -1.8234 -15.2866 -0.91
C 13.5016 -2.6593 -5.2011 -0.87
C 7.8833 6.6045 -13.5093 -0.64
H 17.4477 6.0359 -15.3192 0.31
H 16.2854 -1.7170 -11.4212 0.52
H 12.4621 -3.7400 -14.3539 0.22
H 11.0858 -0.8025 -14.7773 0.21
H 11.4447 -0.5988 -3.9424 0.38
H 10.4231 8.7969 -10.4567 0.44
H 19.0979 -5.3813 -11.0460 0.32
H 7.5889 -5.6118 -11.1527 0.26
H 11.5553 -1.9704 -11.3944 -0.89
H 7.2964 -2.1973 -7.5079 0.39
H 8.9585 -6.5430 -11.4373 0.37
H 6.9084 -0.6103 -11.5696 0.20
H 8.7700 -1.9231 -10.1452 -0.37
H 17.0758 -3.6727 -17.6834 0.29
H 8.3117 9.8942 -12.6304 0.38
H 7.9803 2.5575 -7.6804 0.60
H 15.4473 -1.9902 -9.8135 0.30
H 10.4539 8.0800 -5.3888 0.40
H 9.3686 5.8224 -7.1006 -0.33
H 7.6041 -4.1133 -15.6783 0.28
H 9.1004 3.5042 -10.9048 -0.22
H 12.7752 7.4659 -10.3300 0.17
H 8.8863 1.9266 -8.9154 0.48
H 9.4607 -0.5464 -7.6180 -0.44
H 10.6377 -2.9096 -13.0832 0.25
H 16.8351 -5.4435 -10.5178 0.41
H 6.8649 6.7616 -13.8646 0.59
H 14.5242 7.5889 -10.3272 0.02
H 13.2238 -3.6968 -5.0149 0.30
H 17.0560 -1.4132 -15.1046 0.43
H 11.0691 0.8096 -4.6127 0.07
H 6.8705 9.2012 -13.4555 0.38
H 9.7743 5.7396 -14.0619 -0.32
H 15.0615 1.0438 -13.9213 -0.36
H 9.0095 1.7531 -16.4956 0.30
H 5.9659 3.9456 -9.4310 0.52
H 18.3640 8.9064 -14.6852 0.39
H 15.6666 5.7000 -8.6648 0.54
H 7.7409 6.2175 -12.5004 0.10
H 11.9630 0.9228 -3.1571 0.46
H 12.0874 -0.2109 -6.7721 -1.03
H 7.8954 5.8640 -16.3899 0.43
H 15.5372 -3.9125 -12.0896 0.14
H 10.1311 0.2584 -13.7985 -0.21
H 8.8812 7.8622 -8.1014 0.44
H 19.2182 -4.0668 -9.8509 0.31
H 14.4973 -2.8145 -5.6168 0.33
H 13.8223 -0.5819 -6.8591 0.55
H 6.7971 2.6791 -10.3580 -0.21
H 14.7790 1.4082 -5.2739 0.29
H 13.7766 -2.9376 -16.4258 0.14
H 7.2528 8.7858 -11.9604 0.35
H 6.7436 4.2602 -11.0157 0.23
H 15.8571 -1.7821 -17.4248 0.30
H 9.2648 -1.8702 -6.4258 0.38
H 13.3206 4.2063 -6.5500 0.31
H 17.8558 -2.6656 -16.7772 0.26
H 16.6162 0.2616 -13.9345 0.60
H 5.4783 -0.6088 -10.4374 0.33
H 8.8159 7.5332 -5.3982 0.39
H 14.0021 -0.1802 -4.3855 0.56
H 14.5270 -3.6628 -17.8130 0.45
H 19.9256 -3.8472 -11.4875 0.21
H 14.4737 6.0350 -7.3515 0.38
H 17.8616 8.0164 -16.0741 0.35
H 10.9521 0.8803 -15.2607 0.32
H 7.3915 4.3210 -15.0171 0.31
H 16.5836 11.5477 -16.0892 0.22
H 7.8897 4.9131 -8.7564 0.07
H 10.0851 6.4128 -4.9167 0.46
H 13.8090 8.0609 -8.9656 0.37
H 9.2508 7.0296 -16.0583 0.36
H 14.7770 -4.3706 -16.2410 0.38
H 8.7959 4.9602 -10.8332 -0.68
H 8.0095 -0.9412 -14.1647 0.21
H 11.1030 -5.4051 -11.2950 0.46
H 7.2927 -1.0308 -15.6857 0.51
H 13.5838 2.2102 -4.8012 0.23
H 8.3397 -4.0036 -14.0864 0.05
H 9.4798 5.2876 -16.3163 0.44
H 13.3739 2.7481 -7.2277 -1.02
H 15.1519 3.9875 -6.9360 0.58
H 15.3030 -0.4026 -12.9635 -0.09
H 10.8799 -3.8434 -10.4526 0.42
H 6.9841 -2.8627 -14.5476 0.37
H 8.8500 8.1151 -10.5284 0.31
H 9.7135 -0.4563 -16.6701 0.26
H 10.1114 7.4412 -11.4508 0.31
H 14.6155 -1.8070 -11.4252 -0.26
H 9.2628 -3.6011 -8.9857 -0.06
H 16.8557 -4.0139 -9.4179 0.43
H 8.8556 3.7216 -14.8798 0.12
H 12.9916 -4.8452 -13.0612 0.33
H 6.3117 0.8302 -10.7800 0.03
H 11.5403 -5.2033 -13.9460 0.44
H 8.9307 -5.6251 -9.8799 0.38
H 18.0614 10.6623 -16.5279 0.31
H 15.4988 7.7275 -12.4066 -0.18
H 10.3731 -1.9046 -7.7812 0.26
H 12.6072 -1.9864 -12.6384 -0.09
H 10.0962 1.2854 -7.0742 -0.07
H 17.1659 8.2406 -12.1624 0.44
H 16.7775 5.7246 -13.8213 0.18
H 7.6020 1.1324 -16.0548 0.18
H 15.6966 7.4733 -14.8256 0.25
H 14.3450 2.9187 -9.8258 -0.13
H 15.9780 9.2411 -12.8509 0.43
H 10.5514 8.4193 -7.8846 0.34
H 12.0836 6.6599 -6.5350 0.22
H 11.3087 2.4111 -6.4945 0.20
H 17.7775 11.0482 -14.8129 0.34
H 15.3736 2.0542 -8.6953 0.39
H 9.7356 2.4113 -5.7428 0.60
H 13.4354 -2.3191 -4.1677 0.33
H 13.6466 -3.9588 -11.0193 -0.21
H 16.0301 -2.4649 -14.4059 0.35
H 15.8949 3.5325 -9.5284 0.55
H 14.3479 -5.4075 -11.0223 0.38
H 7.1182 -2.4062 -10.0531 0.67
H 9.0845 -4.0609 -7.4873 0.31
H 11.2545 5.4045 -6.0728 0.22
```


DFT (ωB97M-V/def2-TZVPD) results for a structure of composition C35H75CaN4O10.

HOMO-LUMO gap: 8.9 eV
Net charge: +1

Geometry as XYZ:
```
125
Properties=species:S:1:pos:R:3:mulliken_charge:R:1
Ca -20.1187 -6.5295 -9.7339 2.43
O -24.1342 -3.4596 -6.4325 -0.36
O -22.1869 -10.2242 -3.8737 -0.51
O -20.1948 -4.2603 -9.1479 -0.90
O -22.0111 -5.6534 -11.2033 -0.05
O -17.8685 -9.0847 -4.5488 -0.18
O -18.2218 -11.3307 -9.5386 -0.56
O -18.8020 -6.9818 -11.6996 -0.76
O -18.4207 -4.9849 -3.7636 -0.29
O -18.0590 -6.7008 -8.6288 -0.21
O -21.5772 -7.4966 -8.7488 -0.52
N -18.7118 -9.2340 -11.9925 0.43
N -18.4021 -11.3885 -7.3146 0.43
N -23.1715 -10.2419 -1.8574 0.24
N -21.3265 -2.3073 -9.6863 0.63
C -19.2342 -4.1504 -4.5832 0.36
C -18.2099 -8.0039 -12.0037 -0.09
C -22.1959 -2.3264 -8.5031 -0.72
C -17.7119 -11.9448 -6.1280 -0.80
C -17.2566 -2.8942 -4.1962 -0.79
C -25.4313 -3.8790 -5.9838 -0.58
C -19.1912 -8.8661 -4.0803 0.06
C -20.0858 -9.4262 -11.5563 -0.97
C -22.5145 -10.7969 -2.8582 -0.08
C -23.9636 -4.6707 -4.3785 -0.60
C -19.7104 -10.8979 -7.1642 -0.54
C -16.7747 -6.4209 -9.1651 -0.60
C -17.5536 -8.5791 -2.3497 -0.96
C -19.1052 -8.4469 -2.5864 -0.60
C -17.7729 -11.6188 -8.4617 -0.12
C -17.9710 -10.3592 -12.6423 -1.04
C -17.0000 -8.2508 -3.7270 -0.06
C -25.1012 -5.1924 -5.2833 -0.03
C -15.8845 -7.5786 -9.0673 -0.86
C -22.1912 -7.8630 -6.4432 -0.44
C -23.7218 -8.6011 -8.4215 -1.56
C -22.6782 -7.5852 -7.8763 1.09
C -21.3353 -1.1813 -10.5759 -0.86
C -23.8283 -4.1741 -11.4439 -0.12
C -22.1454 -5.2856 -12.6473 -0.67
C -17.2079 -4.2604 -3.4345 -0.48
C -23.1107 -5.0954 -10.4375 0.57
C -20.3987 -3.2504 -9.8605 -0.29
C -23.6051 -11.0469 -0.6830 -1.01
C -18.2250 -3.2376 -5.3278 -0.08
C -23.5905 -4.8732 -12.7859 -0.69
C -17.7391 -7.6282 -7.5396 0.52
C -23.1921 -3.8413 -5.4496 0.14
C -16.5338 -8.4975 -7.9924 0.41
C -23.5145 -8.8315 -1.8540 -0.93
H -25.9634 -5.6401 -4.7777 0.43
H -23.3309 -5.4033 -3.9223 0.21
H -19.7733 -3.0729 -10.7526 0.34
H -16.4558 -5.4837 -8.7356 0.47
H -17.1039 -8.0839 -12.1982 0.28
H -22.6797 -4.5328 -9.6228 -0.74
H -15.9716 -8.5436 -3.9439 0.38
H -23.1823 -3.3053 -11.4528 -0.27
H -23.4241 -8.3303 -0.8529 0.34
H -19.4018 -7.4378 -2.4151 0.38
H -15.7705 -8.1639 -9.9804 0.23
H -21.3592 -7.1564 -6.1052 -0.53
H -20.0428 -3.5920 -4.0848 0.19
H -22.9654 -7.7361 -5.6189 0.22
H -16.2641 -4.7795 -3.8217 0.27
H -17.1662 -4.1045 -2.3550 0.31
H -23.7583 -4.3320 -13.6926 0.47
H -16.8163 -9.4665 -8.3138 -0.43
H -16.6439 -12.1777 -6.4178 0.28
H -20.3483 -11.6323 -6.6438 0.39
H -24.5015 -8.8993 -7.7291 0.34
H -15.7947 -8.6530 -7.1927 0.40
H -17.3481 -9.6226 -2.1307 0.29
H -20.7820 -8.7923 -12.1332 0.39
H -24.8792 -3.8287 -11.1993 0.39
H -24.4183 -4.0804 -3.5692 0.33
H -23.7398 -5.8660 -9.9912 0.18
H -22.8975 -8.3281 -2.5612 0.20
H -24.6554 -5.9011 -5.9539 -0.31
H -14.8796 -7.2782 -8.8103 0.23
H -23.6070 -10.4779 0.2489 0.32
H -23.2660 -6.6556 -7.7558 -0.46
H -17.5532 -7.1057 -6.6282 -0.11
H -19.6403 -8.0763 -4.6693 -0.44
H -17.2914 -7.9500 -1.5703 0.51
H -20.1580 -10.6246 -8.1109 0.28
H -20.3598 -10.4289 -11.6465 0.45
H -22.0585 -11.7964 -2.7634 0.43
H -17.2262 -7.2130 -3.9518 -0.12
H -24.6419 -11.3306 -0.8791 0.34
H -18.7250 -2.3534 -5.7541 0.36
H -20.3515 -1.2139 -11.1017 0.30
H -21.4314 -4.4657 -12.7779 0.29
H -24.1039 -8.1868 -9.3499 0.37
H -23.2226 -2.0642 -8.7791 0.41
H -22.1300 -1.2855 -11.3272 0.29
H -16.9409 -10.0324 -12.7984 0.29
H -18.6235 -8.2084 -7.4173 -0.52
H -22.5418 -4.4852 -5.9291 -0.08
H -21.8624 -1.6279 -7.6768 0.38
H -18.0835 -11.2448 -12.1611 0.40
H -20.3365 -9.1387 -10.5118 0.15
H -19.7074 -4.8747 -5.3081 -0.45
H -16.2834 -2.6404 -4.5328 0.38
H -18.4729 -10.4777 -13.6501 0.37
H -22.5660 -2.9925 -5.0614 0.20
H -19.7108 -9.8078 -4.1651 0.45
H -17.7099 -11.2574 -5.3137 0.11
H -24.2200 -5.8455 -12.8491 0.27
H -21.8675 -6.1499 -13.2046 0.33
H -21.4317 -0.1577 -10.0492 0.30
H -25.8688 -3.2083 -5.2869 0.32
H -16.9056 -6.1172 -10.2042 0.39
H -16.7620 -12.0444 -8.2639 0.36
H -21.7688 -8.8174 -6.2249 0.40
H -17.6898 -2.1150 -3.5881 0.32
H -23.1516 -9.5450 -8.7492 0.23
H -17.8311 -3.8933 -6.1198 -0.07
H -22.2209 -3.2947 -8.0226 -0.25
H -18.2455 -12.8227 -5.7900 0.37
H -24.5961 -8.6789 -2.0989 0.35
H -19.7572 -10.0333 -6.4762 -0.34
H -22.9430 -11.8281 -0.3756 0.35
H -26.1299 -4.0018 -6.7950 0.40
H -19.6897 -9.0755 -1.9118 0.27
```


| no. | calculated total energy (eV) |
| --- | --- |
| 1 | -141463.227 |
| 2 | -82380.502 |